# 1
{
  "formula": "C10H28O4",
  "method": "ωB97M-V/def2-TZVPD",
  "symbols": ["C", "C", "C", "O", "H", "H", "H", "H", "H", "H", "H", "H", "C", "C", "C", "O", "H", "H", "H", "H", "H", "H", "H", "H", "C", "C", "C", "O", "H", "H", "H", "H", "H", "H", "H", "H", "C", "O", "H", "H", "H", "H"],
  "coordinates": [[4.091294, -3.165268, -3.109804], [3.122553, -2.583771, -2.095582], [3.385591, -1.112278, -1.846565], [1.817277, -2.807549, -2.596004], [3.836352, -2.789287, -4.104374], [4.002959, -4.251740, -3.138572], [5.127225, -2.899760, -2.898987], [3.254013, -3.113306, -1.138343], [3.377728, -0.550860, -2.785882], [4.364029, -0.975716, -1.380041], [2.614339, -0.681566, -1.203793], [1.179742, -2.615409, -1.891189], [-1.432920, 2.312941, 5.276766], [-2.023286, 1.673623, 4.051792], [-0.963278, 1.067759, 3.145057], [-2.931267, 0.661687, 4.518529], [-1.128438, 1.533813, 5.975392], [-2.151744, 2.969458, 5.762498], [-0.552151, 2.901903, 5.013216], [-2.602592, 2.418777, 3.493286], [-0.158574, 1.787148, 2.977196], [-1.383539, 0.832387, 2.163934], [-0.556624, 0.161211, 3.591283], [-3.428816, 0.323231, 3.768913], [-2.798814, 2.136015, -2.051310], [-1.675909, 1.136706, -2.203699], [-0.412018, 1.565355, -1.488099], [-2.052631, -0.137563, -1.637281], [-2.479247, 3.112951, -2.417961], [-3.110759, 2.230239, -1.011266], [-3.673888, 1.838572, -2.638235], [-1.460646, 0.974029, -3.264293], [-0.041458, 2.508041, -1.892925], [0.379121, 0.823423, -1.607856], [-0.616434, 1.702531, -0.424163], [-2.918842, -0.367815, -1.986615], [0.132666, -1.428675, 0.514152], [-0.164050, -1.992762, -0.753882], [-0.767756, -1.287258, 1.113124], [0.813744, -2.097770, 1.038931], [0.659388, -0.469072, 0.425039], [-0.672342, -1.344373, -1.262386]],
  "atomic_forces_ev_per_a": [[-0.12, -0.09, -0.16], [0.17, -0.17, 0.06], [0.01, 0.30, -0.15], [0.11, -0.09, -0.06], [0.02, 0.04, 0.06], [0.02, 0.01, 0.00], [-0.01, 0.01, 0.11], [-0.05, -0.02, -0.08], [-0.02, -0.08, 0.00], [-0.06, 0.05, 0.06], [0.07, -0.04, 0.09], [-0.14, 0.08, 0.02], [0.22, 0.17, 0.19], [-0.30, -0.33, -0.18], [-0.10, 0.24, -0.23], [0.06, 0.17, -0.02], [0.02, 0.01, 0.06], [-0.04, -0.06, 0.11], [-0.07, 0.02, 0.03], [0.11, 0.05, -0.04], [0.03, -0.07, 0.01], [0.00, -0.16, 0.06], [0.05, 0.00, 0.03], [0.01, -0.02, -0.04], [-0.21, 0.10, -0.23], [0.13, -0.28, 0.14], [0.03, 0.04, -0.03], [0.01, 0.34, -0.08], [-0.04, 0.01, 0.04], [0.11, 0.00, 0.07], [0.05, 0.00, 0.04], [0.03, 0.11, -0.04], [-0.05, -0.01, -0.01], [-0.04, -0.02, 0.01], [0.03, -0.02, 0.00], [0.00, -0.16, 0.01], [0.27, 0.12, -0.09], [0.32, -0.05, 0.16], [-0.03, -0.01, 0.02], [-0.13, -0.15, -0.03], [-0.16, -0.03, -0.02], [-0.30, -0.02, 0.08]],
  "orbital_gap_ev": 9.99,
  "homo_ha": -0.3504,
  "smiles": "CC(C)O.CC(C)O.CC(C)O.CO"
}


# 2
{
  "formula": "C10H29N5O6Zn",
  "method": "ωB97M-V/def2-TZVPD",
  "symbols": ["Zn", "C", "O", "N", "N", "H", "H", "H", "H", "C", "O", "N", "N", "H", "H", "H", "H", "C", "O", "C", "C", "N", "C", "C", "O", "C", "H", "H", "H", "H", "H", "H", "H", "H", "H", "H", "H", "H", "H", "H", "H", "C", "C", "O", "O", "H", "H", "H", "H", "H", "H"],
  "coordinates": [[-0.437837, 1.046623, 0.197317], [1.664247, 5.000006, 2.747244], [1.146764, 4.169423, 1.944980], [2.608056, 5.789335, 2.410016], [1.309761, 5.209367, 3.978940], [2.959574, 6.469127, 3.069106], [3.155215, 5.670864, 1.569372], [0.402842, 4.894581, 4.292762], [1.644957, 6.094473, 4.331571], [-3.295106, -3.021319, -1.647351], [-2.628920, -2.021108, -1.367841], [-2.751802, -3.943373, -2.420282], [-4.467723, -3.311807, -1.297898], [-3.343568, -4.687604, -2.760936], [-1.769866, -3.810042, -2.615526], [-5.070183, -2.574697, -0.960520], [-4.939847, -4.177520, -1.516389], [3.282788, -4.331944, -2.491604], [2.052985, -3.697084, -2.111351], [2.078578, -2.416904, -1.578473], [2.166768, -2.461696, -0.001320], [1.905914, -1.121224, 0.597544], [2.033836, -1.117461, 2.064182], [0.689992, -1.471134, 2.762388], [-0.354979, -0.738921, 2.054149], [-1.591066, -0.965938, 2.617596], [4.164572, -4.222896, -1.860204], [3.610065, -4.078140, -3.499857], [3.093119, -5.405252, -2.503517], [1.173665, -1.894395, -1.888666], [2.840150, -1.775055, -2.021346], [3.148793, -2.866663, 0.243070], [1.395215, -3.162081, 0.318451], [2.731826, -0.616028, 0.309905], [2.397640, -0.117262, 2.299417], [2.853641, -1.762424, 2.380482], [0.703861, -1.162410, 3.807662], [0.511561, -2.546406, 2.770410], [-2.387090, -0.368718, 2.172884], [-1.495623, -0.656558, 3.658403], [-1.914332, -2.000903, 2.506020], [-1.895645, 3.245733, -2.980683], [-2.684189, 3.930911, -1.853501], [-2.789580, 2.990411, -0.731646], [-0.715246, 2.519561, -2.586471], [-1.603086, 4.075874, -3.623626], [-2.372947, 2.548355, -3.669112], [-3.652244, 4.266359, -2.225578], [-2.063263, 4.728023, -1.444641], [-3.285297, 3.443291, -0.045525], [-0.216945, 2.412651, -3.400007]],
  "atomic_forces_ev_per_a": [[0.44, -1.04, 0.18], [-2.53, -3.32, -2.90], [0.37, 0.23, 0.94], [4.32, 2.97, -2.09], [-1.86, 0.23, 3.42], [0.17, -0.17, -0.35], [-0.40, -0.06, 0.10], [0.22, 0.08, -0.01], [-0.49, -0.35, 0.66], [4.76, 1.14, -1.51], [-0.08, 1.22, 0.88], [1.21, -1.49, -1.17], [-6.59, -0.05, 2.49], [0.86, -0.05, -0.27], [-0.35, -0.55, -0.35], [0.15, -0.18, 0.15], [0.29, 0.22, -0.05], [0.07, -0.65, -0.39], [0.44, -0.38, 0.04], [0.07, 0.50, 0.64], [-1.41, 0.12, -1.70], [1.28, -0.62, -0.22], [-0.66, 0.38, 0.13], [0.92, 1.04, -0.79], [1.62, 0.37, -1.51], [-1.74, -0.05, 1.37], [-0.30, 0.58, 0.59], [-0.29, 0.39, -0.11], [-0.25, 0.09, 0.02], [-0.54, -0.26, 0.25], [0.69, -0.14, 0.15], [0.14, 0.25, 0.43], [0.07, -0.01, 0.13], [-0.11, 0.76, -0.42], [-0.50, 0.17, 0.41], [-0.25, -0.44, 0.11], [0.01, 0.24, -0.01], [-0.36, 0.00, -0.53], [0.25, 0.23, -0.30], [-0.59, -0.33, 0.28], [0.20, -0.13, 0.19], [-0.01, 0.22, -0.93], [1.68, -1.64, 0.57], [-0.08, -0.32, -0.46], [0.03, 0.34, 1.35], [0.23, 0.19, -0.04], [-1.13, 0.15, 0.53], [0.03, -0.08, 0.17], [-0.25, 0.42, -0.44], [-0.08, -0.01, 0.27], [0.33, -0.22, 0.05]],
  "orbital_gap_ev": 3.46,
  "homo_ha": -0.5258,
  "total_charge": 2
}


# 3
{
  "formula": "C10H30BF4O10Tl",
  "method": "ωB97M-V/def2-TZVPD",
  "symbols": ["Tl", "B", "F", "F", "F", "F", "C", "C", "O", "O", "H", "H", "H", "H", "H", "H", "C", "C", "O", "O", "H", "H", "H", "H", "H", "H", "C", "C", "O", "O", "H", "H", "H", "H", "H", "H", "C", "C", "O", "O", "H", "H", "H", "H", "H", "H", "C", "C", "O", "O", "H", "H", "H", "H", "H", "H"],
  "coordinates": [[2.980874, -1.733013, -1.384958], [-0.389506, -0.943803, -0.354408], [0.530934, -0.314043, -1.144008], [-1.048946, -1.767933, -1.208128], [0.372614, -1.719983, 0.495362], [-1.141796, -0.017903, 0.352192], [-3.046636, 1.801917, -2.520698], [-3.371406, 2.919557, -3.533178], [-2.858776, 2.695967, -4.841148], [-1.715616, 1.600317, -2.214888], [-3.467916, 0.903677, -2.972108], [-3.520786, 1.881727, -1.542488], [-2.852116, 3.801517, -3.158208], [-4.453046, 3.009677, -3.633288], [-1.975036, 2.361987, -4.670688], [-1.419556, 0.760747, -1.855628], [-1.844596, -1.618503, 3.536052], [-3.058826, -1.647553, 2.679572], [-2.796456, -1.994543, 1.360612], [-0.907296, -0.420593, 3.507212], [-1.423216, -2.601563, 3.325992], [-2.157206, -1.702433, 4.576882], [-3.356006, -0.599373, 2.646592], [-3.921086, -2.137123, 3.132272], [-2.290496, -1.228553, 1.079812], [-0.420716, -0.320583, 2.685722], [0.967584, 1.954817, 1.686022], [1.901924, 1.883977, 2.980692], [1.354874, 2.769867, 4.025082], [1.300284, 3.205987, 1.053972], [-0.103206, 2.022907, 1.878052], [1.218994, 1.115157, 1.038072], [2.958184, 1.963547, 2.723622], [1.711454, 0.938957, 3.489362], [1.802684, 2.475187, 4.821472], [0.566764, 3.309057, 0.443302], [3.504424, 3.417577, -2.568528], [2.286284, 2.524277, -2.417928], [2.713614, 1.452797, -1.525168], [3.491814, 4.268877, -1.456308], [3.321694, 4.010257, -3.464878], [4.490284, 2.964967, -2.674948], [2.125994, 2.122277, -3.418328], [1.410824, 3.071027, -2.067588], [3.258414, 1.875407, -0.857188], [4.261374, 4.075547, -0.915948], [0.008234, -5.101533, 0.839892], [1.304434, -5.250793, -0.108888], [1.337264, -4.512633, -1.327128], [-0.394456, -6.128733, 1.704182], [-0.781436, -4.869023, 0.125432], [0.079454, -4.207793, 1.459782], [1.300744, -6.274893, -0.482148], [2.258754, -5.120383, 0.401372], [1.017724, -5.208763, -1.905818], [-1.122356, -5.717513, 2.176052]],
  "atomic_forces_ev_per_a": [[-0.41, 0.11, -0.11], [1.09, -1.42, -0.78], [1.39, 2.06, -1.14], [-1.86, -0.43, -0.21], [0.53, -0.75, 1.83], [-0.84, 0.44, 0.40], [0.31, -2.78, 1.17], [-0.70, -0.61, -1.52], [-1.21, 0.22, 2.16], [1.18, 1.76, -1.01], [-0.19, -0.16, -0.32], [-0.97, 1.24, -0.38], [0.31, 0.77, 0.24], [0.15, 0.51, 0.09], [1.43, -0.34, -0.45], [-0.41, -0.53, -0.20], [2.12, 0.49, 1.55], [-1.44, 1.93, -0.42], [-0.29, -0.68, 0.39], [-1.94, -2.05, 0.20], [1.20, 0.21, -0.14], [0.01, 0.54, -0.01], [-0.36, 0.57, 0.13], [0.44, -0.75, -0.21], [0.44, 0.20, -0.98], [-0.25, -0.70, -0.49], [1.56, 2.49, 1.66], [-3.23, -0.01, -0.31], [0.86, -0.44, -2.82], [0.03, -1.59, 0.53], [-0.02, -0.65, 0.47], [0.07, -0.36, -0.16], [0.15, 0.60, 0.23], [0.55, -0.75, -0.07], [0.19, 0.03, 1.20], [-0.10, 0.77, -0.61], [-1.16, 1.20, -0.57], [2.20, -1.18, -0.54], [-0.96, -0.26, -0.12], [0.41, 0.37, 1.01], [0.23, 0.31, -0.11], [-0.36, -0.67, -0.16], [-0.45, -0.56, 0.25], [0.14, 0.00, 0.14], [0.06, 0.20, 0.10], [0.14, 0.43, 0.07], [1.65, 0.25, -1.41], [-0.30, -1.76, 0.89], [-0.80, 0.21, 0.88], [1.17, 0.38, -1.26], [-0.79, 0.23, -0.16], [-0.08, 0.83, 0.20], [0.07, -0.48, 0.86], [-0.27, 0.20, 0.42], [-0.02, 0.69, -1.05], [-0.67, -0.33, 0.62]],
  "orbital_gap_ev": [3.50, 2.83],
  "homo_ha": [-0.6295, -0.6127],
  "total_charge": 3,
  "spin_multiplicity": 2
}


# 4
{
  "formula": "C10H30BF4O5S5",
  "method": "ωB97M-V/def2-TZVPD",
  "symbols": ["B", "F", "F", "F", "F", "C", "S", "O", "C", "H", "H", "H", "H", "H", "H", "C", "S", "O", "C", "H", "H", "H", "H", "H", "H", "C", "S", "O", "C", "H", "H", "H", "H", "H", "H", "C", "S", "O", "C", "H", "H", "H", "H", "H", "H", "C", "S", "O", "C", "H", "H", "H", "H", "H", "H"],
  "coordinates": [[-0.861807, 1.415140, 1.006224], [0.169693, 0.708980, 1.510724], [-1.702687, 1.885450, 2.043704], [-0.414977, 2.463300, 0.291084], [-1.645547, 0.551060, 0.266974], [-0.140427, -2.648230, 0.055084], [0.054343, -3.893380, -1.254296], [1.295223, -4.554810, -0.702206], [-1.417387, -4.971360, -0.834366], [0.638563, -1.885830, 0.059274], [-0.162167, -3.181700, 1.005364], [-1.144497, -2.253650, -0.100666], [-1.397117, -5.730650, -1.616136], [-2.368897, -4.462690, -0.679536], [-1.219067, -5.604890, 0.030164], [2.249503, -0.728600, 3.604874], [3.627083, -0.349250, 4.762864], [3.572543, 1.072780, 5.213684], [4.896143, -0.425160, 3.415114], [2.414233, -1.273640, 2.675404], [1.989243, 0.238960, 3.175694], [1.237173, -0.815350, 3.999534], [4.558443, 0.166220, 2.564034], [5.033933, -1.447770, 3.063864], [5.786073, -0.062960, 3.929844], [4.174843, -0.516150, -0.724566], [3.602333, 1.036340, -1.452246], [2.432913, 0.787300, -2.393126], [2.906863, 1.624480, 0.162764], [4.895213, -0.231590, 0.042364], [4.668333, -1.163000, -1.449926], [3.400013, -1.101490, -0.229466], [2.232853, 2.439290, -0.101626], [3.772203, 1.886960, 0.771364], [2.311333, 0.841740, 0.632624], [-4.198047, 2.398750, -0.563406], [-5.083317, 3.771060, 0.420904], [-6.553167, 3.615800, 0.208744], [-4.859547, 3.131870, 2.117564], [-4.870367, 1.730770, -1.101826], [-3.381487, 1.886070, -0.054986], [-3.506747, 2.913820, -1.230416], [-5.632547, 3.546260, 2.764754], [-3.893827, 3.378920, 2.558514], [-4.868637, 2.045410, 2.030304], [-1.233227, 0.073530, -2.529456], [-0.445857, -0.460220, -4.160626], [-0.908747, -1.896680, -4.496796], [-1.383297, 0.677000, -5.295816], [-0.894567, -0.712480, -1.854476], [-2.280007, 0.183260, -2.812846], [-0.865177, 0.999140, -2.086886], [-1.656677, 1.605150, -4.793916], [-2.245237, 0.257290, -5.814476], [-0.684027, 1.039430, -6.049316]],
  "atomic_forces_ev_per_a": [[-1.66, 0.38, 1.89], [1.95, -1.28, 0.92], [-0.01, 0.18, 0.22], [0.64, 1.53, -1.67], [-0.86, -1.10, -1.73], [-1.46, -0.35, -0.38], [0.86, -0.18, 2.25], [-0.62, -0.39, -1.17], [1.02, -0.48, 0.01], [-0.12, -0.14, -0.33], [0.24, -0.09, -0.10], [0.04, 0.68, 0.24], [-0.53, 0.38, -0.45], [0.16, 0.13, -0.47], [0.41, 0.57, 0.47], [-0.97, 2.16, -0.63], [0.11, -0.54, -0.72], [-0.27, -0.65, -0.59], [-0.56, -0.13, 0.68], [0.40, -0.77, 0.61], [0.67, 0.76, -0.19], [0.33, -1.20, 0.77], [0.19, 0.36, 0.24], [-0.01, -0.11, 0.28], [0.08, 0.13, -0.48], [0.21, -0.40, -0.04], [-1.26, -0.22, 0.44], [0.67, -0.15, 0.70], [0.09, -0.38, -1.12], [0.15, 0.06, -0.06], [0.00, 0.25, -0.15], [-0.33, 0.24, -0.16], [0.27, 0.20, 0.30], [-0.22, 0.33, 0.05], [0.06, -0.02, -0.11], [0.96, 0.95, 0.35], [0.12, -0.97, 0.14], [0.23, -0.02, -0.37], [0.76, -0.39, -0.22], [-0.19, 0.24, 0.30], [-0.75, -0.48, 1.03], [-0.67, 0.55, -0.75], [-0.20, -0.13, -0.40], [0.18, 0.18, -0.36], [-0.41, 0.05, 0.28], [0.79, -0.69, -0.23], [-2.45, -0.20, -0.24], [0.81, 2.26, 0.71], [1.09, 0.59, -0.65], [-0.69, -0.11, 0.07], [-0.01, -0.50, 0.39], [0.54, 0.21, -0.60], [-0.06, -0.37, 0.68], [0.16, -0.57, 0.49], [0.16, -0.40, -0.14]],
  "orbital_gap_ev": [7.20, 2.61],
  "homo_ha": [-0.3056, -0.3055],
  "spin_multiplicity": 2
}